Computed, not measured: 13 unconnected molecules or ions with the total composition H26O13 in a non-equilibrium geometry, with the ωB97M-V functional and the def2-TZVPD basis.

```
39
Properties=species:S:1:pos:R:3:lowdin_spin:R:1
O 0.7223 0.3803 -3.4307 0.000
H 1.1902 0.6851 -2.6391 0.000
H 1.2147 -0.3908 -3.7478 0.000
O -0.4256 -0.0314 1.7089 0.000
H -0.2641 0.7155 2.3076 0.000
H -0.6266 0.4326 0.8846 0.000
O 1.8136 -1.2903 2.1344 -0.001
H 0.9204 -0.9898 1.8286 0.000
H 2.5243 -0.8733 1.6286 0.000
O 2.4749 0.5087 -0.8886 0.012
H 1.7301 0.9934 -0.4791 0.000
H 2.1685 -0.3849 -1.1135 -0.002
O 1.5194 -3.3202 0.4080 0.567
H 1.7986 -2.6872 1.1428 0.004
H 0.5521 -3.0339 0.3390 0.002
O -2.5521 -1.0059 0.6578 0.000
H -2.4240 -0.9103 1.6065 0.000
H -3.4677 -1.2069 0.4357 0.000
O -2.9125 3.3527 -1.2441 0.000
H -2.3731 2.7920 -0.6694 0.000
H -2.9811 2.8393 -2.0596 0.000
O -0.9040 -2.8336 -0.6212 -0.006
H -1.1882 -3.6385 -0.1709 0.000
H -1.5851 -2.1125 -0.4632 0.000
O -1.5082 2.4309 1.0085 0.000
H -2.4758 2.5313 1.0245 0.000
H -1.3386 3.3980 1.1327 0.000
O 0.9605 2.5991 -0.0675 0.000
H 1.5488 3.3460 0.0968 0.000
H 0.0050 2.7274 -0.0163 0.000
O -2.1057 -0.3686 -2.4592 0.000
H -1.9672 0.0832 -1.6116 0.000
H -1.2203 -0.1840 -2.8459 0.000
O 1.9942 1.2205 3.8992 0.000
H 1.5312 0.3753 3.9723 0.000
H 2.3391 1.1228 3.0034 0.000
O 1.9905 -2.1038 -1.6927 0.426
H 1.1042 -2.4420 -2.0268 0.003
H 2.2174 -2.7264 -0.9725 -0.004
```

As for the spin multiplicity: 2. The orbital gap (spin up / spin down) comes out at 0.402 / 0.151 Eh. As for the net charge: +1.

=====

Computed, not measured: a single C4H9O2PS molecule in a non-equilibrium geometry, with the ωB97M-V functional and the def2-TZVPD basis.

```
17
Properties=species:S:1:pos:R:3:mulliken_charge:R:1
C 2.3889 0.8709 1.8048 -0.519
C 1.5545 1.2273 0.8631 -0.293
C -1.7866 -0.6579 1.1532 -0.813
C -0.1815 0.0611 -2.5108 -0.652
O -1.2869 0.2406 0.2491 -0.484
O 0.6823 0.6977 -1.5514 -0.321
P 0.7461 -0.0327 -0.1489 0.849
S 1.2735 -1.8357 0.1222 -0.356
H 2.8631 1.6448 2.3835 0.280
H 2.5805 -0.1458 1.7293 0.204
H 1.4186 2.3170 0.7540 0.287
H -1.3072 -0.7991 2.0875 0.310
H -1.9415 -1.6190 0.7595 0.349
H -2.7457 -0.2862 1.3634 0.332
H 0.2964 -0.8737 -3.0074 0.285
H -0.5714 0.7999 -3.2209 0.291
H -1.2109 -0.4515 -2.1435 0.250
```

The orbital gap comes out at 0.357 Eh.

=====

Computed, not measured: 10 unconnected molecules or ions with the total composition C2H24O11 in a non-equilibrium geometry, with the ωB97M-V functional and the def2-TZVPD basis.

```
37
Properties=species:S:1:pos:R:3:mulliken_charge:R:1
O 3.0358 -0.4946 0.7296 -0.627
H 2.3968 -1.1556 0.6876 0.357
H 2.5628 0.2824 1.0346 0.257
O 2.1588 2.8384 -0.4144 -0.553
H 2.7598 3.5154 -0.1034 0.276
H 2.0678 2.3084 0.4126 0.236
O -0.6582 2.0724 1.4706 -0.710
H -0.0752 2.7454 1.8906 0.321
H -0.1082 1.6214 0.8176 0.296
O 0.2958 0.4974 -0.6384 0.042
H 0.9578 0.2464 -1.2574 0.287
H -0.0182 -0.3806 -0.3564 -0.029
O 0.2358 2.6084 -2.1844 -0.696
H -0.1662 1.9624 -1.5674 0.295
H 0.8688 2.9364 -1.5714 0.431
O 2.0858 -2.5686 -2.1064 -0.633
H 2.1068 -1.6296 -2.3804 0.323
H 1.1788 -2.5816 -2.3164 0.351
O 0.4118 -1.7386 1.0516 -0.567
H -0.0522 -2.5236 0.8096 0.235
H 0.0938 -1.4856 1.9486 0.302
O -0.6992 -1.8156 -2.1484 -0.559
H -1.4722 -2.3756 -2.1784 0.267
H -1.1582 -0.9776 -2.2474 0.247
O 2.3038 0.1464 -2.4664 -0.670
H 3.2418 -0.0236 -2.4434 0.272
H 2.0168 0.8424 -3.1084 0.258
C -2.5672 -0.4926 2.7806 -0.504
C -2.7522 -0.7346 1.2856 0.193
O -4.0882 -0.9636 0.9256 -0.584
O -1.1772 -0.2986 2.8926 -0.616
H -3.0132 -1.3526 3.2606 0.326
H -3.1202 0.3534 3.1366 0.301
H -2.2042 -1.5856 0.9446 0.071
H -2.2952 0.1244 0.7656 0.065
H -4.2672 -0.5286 0.0766 0.341
H -0.8882 0.6064 2.5666 0.398
```

The orbital gap comes out at 0.370 Eh.

=====

Computed, not measured: 12 unconnected molecules or ions with the total composition C46H71Br2N7O4 in a non-equilibrium geometry, with the ωB97M-V functional and the def2-TZVPD basis.

```
130
Properties=species:S:1:pos:R:3:mulliken_charge:R:1
C -5.8560 1.1618 0.7767 -0.130
C -6.0294 0.8687 -0.7019 0.182
C -6.4445 -0.6108 -0.7278 -0.324
O -6.9794 -0.9135 0.5524 -0.450
C -6.7902 0.1483 1.4694 -0.470
H -6.1689 2.1808 1.0202 0.418
H -4.8320 1.0940 1.1520 -0.181
H -5.1507 1.0006 -1.3325 -0.294
H -6.8210 1.4801 -1.1416 0.281
H -5.5681 -1.2504 -0.8816 0.084
H -7.1594 -0.7684 -1.5366 0.321
H -6.2960 -0.1653 2.3870 0.257
H -7.7486 0.6338 1.6667 0.336
C -0.8468 -4.9161 -2.9191 -0.576
C -1.6126 -4.3190 -1.7279 -0.514
C -1.7588 -2.8378 -2.1009 0.066
O -1.6506 -2.7704 -3.5325 -0.359
C -0.7864 -3.7921 -3.9714 -0.415
H -1.2757 -5.8361 -3.3144 0.270
H 0.1483 -5.2014 -2.5853 0.251
H -1.0325 -4.3476 -0.8105 0.303
H -2.5838 -4.7954 -1.6129 0.303
H -0.9190 -2.2493 -1.7076 -0.094
H -2.6927 -2.3439 -1.8469 0.226
H 0.2511 -3.4289 -4.0668 0.137
H -1.0584 -4.1187 -4.9764 0.392
C 0.3391 -1.7123 5.2085 0.226
C 0.8634 -2.1421 6.5913 -0.774
C 2.3571 -2.1873 6.3280 -0.410
O 2.4686 -2.6937 4.9753 -0.594
C 1.2270 -2.5526 4.2923 0.468
H 0.5504 -0.6520 5.0495 -0.186
H -0.7268 -1.8949 5.0928 0.032
H 0.3962 -3.0936 6.8461 0.354
H 0.5556 -1.3910 7.3208 0.390
H 2.8315 -2.8953 7.0019 0.326
H 2.7732 -1.1781 6.3315 0.237
H 0.7724 -3.5236 4.0816 0.244
H 1.3663 -2.0649 3.3244 -0.294
C 4.2182 4.7866 -2.2699 -0.532
C 4.2270 4.4070 -3.7502 -0.723
C 2.7684 3.9144 -3.9530 -0.318
O 2.2981 3.5694 -2.6204 -0.272
C 3.4483 3.5983 -1.7549 0.214
H 3.6232 5.6889 -2.1288 0.301
H 5.2188 4.8553 -1.8440 0.359
H 4.7772 3.4707 -3.9120 0.230
H 4.6388 5.1551 -4.4204 0.387
H 2.6554 3.0678 -4.6247 0.120
H 2.1187 4.7551 -4.2177 0.313
H 4.0380 2.6821 -1.9216 -0.064
H 3.1182 3.5833 -0.7177 -0.037
Br -3.3960 2.1916 -3.3149 -0.107
C -3.6771 4.0981 -3.6737 -0.662
C -4.9476 4.5143 -2.9908 -0.494
Br -4.9802 6.4703 -2.8932 -0.172
H -3.7217 4.1707 -4.7545 0.368
H -2.7812 4.5929 -3.3203 0.455
H -4.9750 4.1694 -1.9663 0.255
H -5.8162 4.2458 -3.5761 0.363
N 5.2256 -0.2547 -2.6000 0.063
C 4.3612 -0.5459 -1.5782 -0.601
C 3.1957 -1.0342 -2.1002 -0.239
C 3.3224 -0.8979 -3.5232 -0.999
C 4.5834 -0.4807 -3.7889 -0.872
H 6.1898 -0.0500 -2.4192 0.221
H 4.6379 -0.4842 -0.5360 0.392
H 2.4495 -1.4543 -1.4451 1.093
H 2.6040 -1.0731 -4.3092 0.454
H 5.0578 -0.3664 -4.7485 0.444
N 3.2662 -3.9617 -0.2289 0.202
C 2.5376 -3.5833 0.8506 -0.103
C 2.3584 -4.6868 1.6498 -0.222
C 3.0241 -5.7630 1.0051 -0.732
C 3.5549 -5.3028 -0.1587 -0.666
H 3.4118 -3.4498 -1.0839 0.160
H 2.2304 -2.5583 0.9899 0.263
H 1.7845 -4.7930 2.5517 0.355
H 3.1495 -6.7803 1.3428 0.420
H 4.0711 -5.8390 -0.9332 0.424
N -0.2006 1.1609 -1.1014 0.735
C 0.8965 0.8121 -0.4034 -1.330
C 0.5375 0.1313 0.7318 0.081
C -0.8875 0.0819 0.6943 -0.762
C -1.3187 0.7128 -0.4507 -0.919
H -0.1855 1.6110 -1.9975 0.105
H 1.8822 1.0505 -0.7696 0.672
H 1.2533 -0.2385 1.4486 0.306
H -1.5747 -0.4003 1.3766 0.765
H -2.3163 0.8451 -0.8253 0.439
N 0.2724 2.7806 2.8291 0.416
C 0.7189 3.7855 2.0239 -0.478
C 0.3043 4.9640 2.5545 -0.658
C -0.5263 4.6534 3.6663 -0.689
C -0.5752 3.2988 3.7657 -0.570
H 0.2756 1.7972 2.6103 0.015
H 1.3456 3.6317 1.1618 0.612
H 0.5621 5.8949 2.0773 0.434
H -0.9531 5.3937 4.3222 0.406
H -1.2068 2.6544 4.3536 0.410
N -0.9670 -0.2323 -4.8221 0.465
C -0.3228 0.9612 -4.8381 -0.523
C 0.1889 1.1826 -6.0872 -0.583
C -0.1989 0.0561 -6.8617 -0.710
C -0.8889 -0.7974 -6.0637 -0.494
H -1.3993 -0.6271 -4.0032 0.195
H -0.2921 1.6133 -3.9844 0.334
H 1.0247 1.8384 -6.2684 0.336
H 0.1314 -0.1816 -7.8615 0.383
H -1.3983 -1.7192 -6.2791 0.487
N -3.4013 -1.5197 5.5533 0.114
C -3.1080 -0.2059 5.2803 -1.205
C -3.3417 0.0245 3.9580 0.317
C -3.8491 -1.2042 3.4178 -0.260
C -3.9989 -2.0903 4.4483 -1.296
H -3.2290 -1.9096 6.4603 0.194
H -2.7230 0.3819 6.0980 0.437
H -3.2763 0.9431 3.4005 0.538
H -4.0937 -1.3678 2.3801 0.716
H -4.3932 -3.0910 4.4803 0.413
N 3.6174 -0.6203 3.5456 0.153
C 4.6793 -0.5915 2.7000 -1.098
C 4.6891 0.6222 2.0642 -0.554
C 3.6496 1.4012 2.6447 -0.505
C 2.9880 0.5991 3.5285 -0.503
H 3.3230 -1.4258 4.1072 0.440
H 5.2593 -1.4810 2.5135 0.440
H 5.3828 0.9982 1.3308 0.594
H 3.4419 2.4558 2.5505 0.597
H 2.2216 0.8169 4.2540 0.508
```

The orbital gap comes out at 0.311 Eh.

=====

Computed, not measured: a molecular structure, C14H22N5O11Os in a non-equilibrium geometry, with the ωB97M-V functional and the def2-TZVPD basis.

```
53
Properties=species:S:1:pos:R:3:mulliken_charge:R:1
Os 0.3107 0.5089 0.0971 2.427
C -2.6306 1.6225 -0.4433 -0.614
C -1.9740 2.6691 -1.3726 -0.745
O -0.5644 2.5590 -1.2273 -0.035
C 0.2248 2.7612 -2.3895 -0.700
C 1.6859 2.8909 -1.9206 -0.578
O 1.9236 2.1013 -0.7356 -0.526
C 2.4375 2.8308 0.3916 -0.759
C 1.3208 3.5486 1.1380 -0.500
O 0.3960 2.5544 1.5505 -0.381
C -0.8738 3.0548 1.9380 -0.569
C -1.8537 1.8812 1.8851 -0.708
O -1.7799 1.2182 0.6210 -0.433
H -2.8132 0.7104 -1.0195 0.219
H -3.5850 1.9854 -0.0531 0.572
H -2.2760 3.6852 -1.0830 0.346
H -2.2907 2.4915 -2.4053 0.524
H -0.0759 3.6772 -2.9164 0.485
H 0.0912 1.9199 -3.0823 0.427
H 1.9252 3.9394 -1.7216 0.453
H 2.3625 2.5316 -2.7042 0.417
H 3.2122 3.5336 0.0706 0.480
H 2.8874 2.0886 1.0593 0.350
H 0.8219 4.2816 0.4918 0.346
H 1.7240 4.0669 2.0182 0.537
H -1.1779 3.8648 1.2642 0.336
H -0.8278 3.4475 2.9634 0.539
H -2.8740 2.2193 2.0959 0.549
H -1.5659 1.1286 2.6299 0.280
O -1.2740 -6.9689 -1.1934 -0.549
N -0.9249 -6.6734 -0.0978 1.064
O -0.7247 -7.3210 0.8759 -0.547
C -0.7001 -5.1872 0.0879 -0.450
C -0.1373 -4.7466 1.2858 -0.738
C 0.0343 -3.3932 1.4624 0.073
C -0.3997 -2.4190 0.5072 1.049
O -0.3951 -1.1812 0.8235 -0.692
C -0.8763 -2.9396 -0.7339 0.065
C -1.0438 -4.3095 -0.9229 -0.553
N -1.1980 -2.0458 -1.8108 0.929
O -0.9140 -0.8396 -1.6791 -0.645
O -1.7028 -2.4853 -2.7951 -0.494
N 0.7192 -2.8647 2.6540 0.944
O 1.3533 -1.8413 2.4528 -0.690
O 0.6248 -3.4722 3.6639 -0.481
H 0.1639 -5.4535 2.0533 0.646
H -1.4442 -4.6768 -1.8652 0.680
N 2.1250 -1.6695 -0.7682 -0.443
N 2.2020 -0.5448 0.0885 -0.215
H 2.6860 -2.4630 -0.4590 0.285
H 2.3659 -1.4395 -1.7289 0.244
H 3.0200 0.0513 -0.1072 0.402
H 2.2793 -0.8883 1.0661 0.376
```

The orbital gap (spin up / spin down) comes out at 0.183 / 0.190 Eh. As for the net charge: +3.

=====

Computed, not measured: a single C18H16N2O6 molecule in a non-equilibrium geometry, with the ωB97M-V functional and the def2-TZVPD basis.

```
42
Properties=species:S:1:pos:R:3:mulliken_charge:R:1
C 7.1590 1.3288 0.1200 -1.424
C 5.6592 1.1548 -0.0525 -0.271
H 5.1151 1.8271 0.6238 0.355
H 5.3637 1.3794 -1.0855 0.359
O 5.3442 -0.1943 0.2552 -0.377
C 4.0661 -0.6042 0.1667 0.744
C 2.9980 0.1891 -0.1986 -0.285
C 1.7158 -0.3663 -0.2543 -0.631
C 1.4845 -1.7238 0.0597 0.349
N 0.2534 -2.2645 0.0235 -0.670
C -0.7353 -1.4956 -0.3516 1.176
C -0.5732 -0.1380 -0.6968 -0.017
N 0.6455 0.4307 -0.6306 0.879
O 0.8461 1.6340 -0.9191 -0.770
C -1.7435 0.6826 -1.1697 0.444
O -2.3977 0.3353 -2.1190 -0.550
C -1.9933 1.9311 -0.3805 -1.385
H -2.9427 2.3721 -0.6699 0.360
H -1.1816 2.6274 -0.5932 0.463
H -1.9814 1.7140 0.6848 0.304
C -2.0996 -2.1197 -0.3827 -0.916
H -2.4020 -2.3349 -1.4166 0.332
H -2.0728 -3.0583 0.1793 0.407
O -3.0528 -1.2350 0.1959 -0.324
C -4.2906 -1.2669 -0.3484 0.462
O -4.6231 -2.0301 -1.2141 -0.626
C -5.1470 -0.2571 0.2762 0.327
C -4.9169 0.6032 1.3248 -0.181
C -6.0997 1.3490 1.4837 -0.640
C -6.9585 0.8893 0.5247 -0.371
O -6.3952 -0.0745 -0.1994 -0.357
H -7.9636 1.1701 0.2768 0.474
H -6.2891 2.1169 2.2052 0.454
H -4.0190 0.6701 1.9026 0.588
C 2.5948 -2.5112 0.4314 -0.673
C 3.8432 -1.9670 0.4818 -0.632
H 4.7009 -2.5575 0.7627 0.454
H 2.4191 -3.5472 0.6700 0.463
H 3.0950 1.2323 -0.4533 0.630
H 7.6906 0.6570 -0.5481 0.329
H 7.4390 2.3531 -0.1072 0.419
H 7.4453 1.0988 1.1425 0.328
```

The orbital gap comes out at 0.294 Eh.

=====

Computed, not measured: a single C7H12 molecule, with the ωB97M-V functional and the def2-TZVPD basis.

```
19
Properties=species:S:1:pos:R:3:mulliken_charge:R:1
C 0.4190 1.9301 0.2712 -1.415
C 0.9831 0.8335 -0.6089 0.083
C 1.2186 -0.6220 -0.2749 -0.286
C 0.5458 -1.3152 0.8978 -0.737
C -0.9465 -0.9447 0.8083 -0.723
C -1.1981 -0.6064 -0.6783 -0.821
C 0.1534 -0.2335 -1.2754 -0.222
H 1.1139 2.2095 1.0720 0.286
H 0.2383 2.8239 -0.3390 0.362
H -0.5358 1.6601 0.7283 0.314
H 1.7804 1.2074 -1.2529 0.416
H 2.1666 -1.0388 -0.6096 0.372
H 0.6677 -2.3974 0.7561 0.365
H 0.9831 -1.0645 1.8715 0.330
H -1.5936 -1.7578 1.1541 0.402
H -1.1635 -0.0848 1.4488 0.231
H -1.9603 0.1732 -0.8014 0.299
H -1.5660 -1.4947 -1.2056 0.379
H 0.2875 -0.3972 -2.3415 0.363
```

The orbital gap comes out at 0.398 Eh.

=====

Computed, not measured: 2 unconnected molecules or ions with the total composition CF4N2O in a non-equilibrium geometry, with the ωB97M-V functional and the def2-TZVPD basis.

```
8
Properties=species:S:1:pos:R:3:mulliken_charge:R:1
C -1.1233 0.2373 -1.4602 0.650
N 0.0514 -0.4214 2.3026 -0.288
N 0.9848 -0.2251 1.7257 0.710
O -0.7594 -0.2967 -0.5014 -0.333
F -2.0520 1.0908 -1.7430 -0.149
F -0.6420 -0.0858 -2.6038 -0.170
F 2.1326 -1.1615 1.2359 -0.306
F 1.4078 0.8624 1.0441 -0.115
```

The orbital gap comes out at 0.430 Eh.

=====

Q: Number 2 is which compound?
A: C4H9O2PS